A single C4H7NO molecule at a distorted geometry, computed with ωB97M-V/def2-TZVPD.

Computed properties:
highest occupied orbital energy: -10.97 eV
energy above the lowest of the compared OMol25 structures with the same formula, charge and spin: 25.0 kcal per mole
frontier orbital gap: 11.6054 eV
E_tot: -7798.55941 eV
total charge: 0

Atoms and positions in Å:
1 C -0.005 -0.395 -1.406
2 C 0.278 0.513 -0.205
3 C -0.407 0.032 1.084
4 O -1.774 -0.183 0.819
5 C 1.708 0.635 0.117
6 N 2.807 0.717 0.468
7 H 0.571 -0.081 -2.281
8 H 0.235 -1.440 -1.186
9 H -1.070 -0.330 -1.641
10 H -0.090 1.519 -0.441
11 H -0.262 0.796 1.862
12 H 0.092 -0.887 1.422
13 H -2.082 -0.897 1.388

Cartesian forces (eV/Å) of the 3 atoms listed first:
C 0.00 -0.04 -0.04
C -0.03 0.07 -0.01
C 0.36 0.04 0.09

---

2 unconnected molecules or ions with the total composition C3H7N3 at a distorted geometry, computed with ωB97M-V/def2-TZVPD.

Computed properties:
highest occupied orbital energy: -8.50 eV
energy above the lowest of the compared OMol25 structures with the same formula, charge and spin: 62.2 kcal per mole
frontier orbital gap: 8.1584 eV
E_tot: -7691.98128 eV
total charge: 0

Atoms and positions in Å:
1 N 1.407 -1.270 -0.556
2 C 0.354 -0.851 0.359
3 C 0.017 0.596 0.190
4 N 0.478 1.206 -0.847
5 C -2.619 0.951 0.805
6 N -3.502 1.479 1.366
7 H 2.246 -1.534 -0.052
8 H 1.128 -2.063 -1.121
9 H 0.585 -1.033 1.415
10 H -0.597 -1.365 0.172
11 H -0.778 1.052 0.813
12 H 1.086 0.678 -1.476
13 H 0.196 2.154 -1.066

Cartesian forces (eV/Å) of the 3 atoms listed first:
N 0.04 -0.21 0.02
C -0.08 0.15 0.10
C 0.08 0.01 -0.33

---

A gas-phase ion, C5H3O3 (charge -1) at a distorted geometry, computed with ωB97M-V/def2-TZVPD.

Computed properties:
highest occupied orbital energy: -2.95 eV
energy above the lowest of the compared OMol25 structures with the same formula, charge and spin: 45.4 kcal per mole
frontier orbital gap: 7.1575 eV
E_tot: -11375.10957 eV
total charge: -1

Atoms and positions in Å:
1 C -0.236 1.202 -0.436
2 C -0.932 0.564 0.635
3 C 0.751 0.652 -1.127
4 C 1.117 -1.283 -0.409
5 C -0.750 -0.693 1.143
6 O 1.994 -1.927 -0.921
7 O -1.330 -1.275 2.055
8 O 0.315 -1.570 0.541
9 H -0.576 2.219 -0.671
10 H -1.716 1.124 1.126
11 H 1.362 0.988 -1.938

Cartesian forces (eV/Å) of the 3 atoms listed first:
C -0.09 0.18 -0.02
C -0.25 0.55 -0.06
C 0.77 -4.15 1.56

---

A gas-phase ion, C6H14NO (charge -1) at a distorted geometry, computed with ωB97M-V/def2-TZVPD.

Computed properties:
highest occupied orbital energy: -2.01 eV
energy above the lowest of the compared OMol25 structures with the same formula, charge and spin: 29.5 kcal per mole
frontier orbital gap: 5.4237 eV
E_tot: -9985.34497 eV
total charge: -1

Atoms and positions in Å:
1 C 0.725 1.848 2.358
2 O 0.540 1.217 3.539
3 C -0.462 1.492 1.346
4 C -0.032 0.387 0.338
5 C -1.098 0.181 -0.750
6 C -0.612 -0.617 -1.982
7 C -0.042 -1.984 -1.668
8 N 0.901 -2.475 -2.703
9 H 1.739 1.554 1.995
10 H 0.569 2.972 2.493
11 H -0.710 2.361 0.725
12 H -1.192 1.073 2.032
13 H 0.803 0.836 -0.227
14 H 0.371 -0.472 0.872
15 H -1.459 1.149 -1.099
16 H -1.941 -0.346 -0.284
17 H -1.525 -0.808 -2.569
18 H 0.017 0.074 -2.540
19 H -0.736 -2.820 -1.526
20 H 0.505 -2.072 -0.730
21 H 1.780 -2.006 -2.773
22 H 0.477 -2.352 -3.616

Cartesian forces (eV/Å) of the 3 atoms listed first:
C -1.56 -0.09 1.19
O 0.00 -0.25 0.21
C 2.23 -1.12 -0.43

---

A molecular structure, C14H13BrEuF6O at a distorted geometry, computed with ωB97M-V/def2-TZVPD.

Computed properties:
highest occupied orbital energy (alpha / beta): 0.16 / 0.16 eV
multiplicity: 8
energy above the lowest of the compared OMol25 structures with the same formula, charge and spin: 14.0 kcal per mole
frontier orbital gap (alpha / beta): 4.5386 / 4.5347 eV
E_tot: -122454.53979 eV
total charge: -2

Atoms and positions in Å:
1 C 1.155 -2.280 1.571
2 C -0.241 -2.533 1.796
3 C -0.775 -3.164 0.634
4 H -0.798 -2.327 2.712
5 C 0.285 -3.328 -0.305
6 C 1.479 -2.786 0.259
7 H 2.479 -2.828 -0.188
8 H 1.853 -1.827 2.281
9 H -1.800 -3.506 0.502
10 H 0.198 -3.851 -1.267
11 Eu 0.067 -0.306 -0.117
12 Br 1.070 1.798 1.317
13 C 3.558 3.243 -0.832
14 C 4.510 2.237 -1.167
15 C 5.097 1.762 0.059
16 H 4.772 1.900 -2.165
17 C 4.500 2.484 1.134
18 C 3.565 3.411 0.583
19 H 2.958 4.121 1.147
20 H 2.934 3.794 -1.533
21 H 5.872 1.009 0.142
22 H 4.714 2.349 2.192
23 C -2.962 1.457 -0.528
24 C -3.081 -0.066 -0.352
25 O -2.096 -0.547 0.479
26 C -4.506 -0.393 0.226
27 F -5.489 0.092 -0.597
28 F -4.711 -1.720 0.407
29 F -4.630 0.216 1.433
30 C -2.921 -0.799 -1.720
31 F -3.752 -0.428 -2.718
32 F -1.581 -0.532 -2.158
33 F -2.990 -2.141 -1.598
34 H -3.161 1.911 0.451
35 H -3.650 1.869 -1.283
36 H -1.922 1.708 -0.796

Cartesian forces (eV/Å) of the 3 atoms listed first:
C -0.42 -0.67 -0.58
C 0.58 -0.28 -0.62
C 0.97 -0.04 0.27

---

11 unconnected molecules or ions with the total composition C88H72F16O16S4 at a distorted geometry, computed with ωB97M-V/def2-TZVPD.

Computed properties:
highest occupied orbital energy: -8.33 eV
frontier orbital gap: 6.9503 eV
E_tot: -211995.47256 eV
total charge: 0

Atoms and positions in Å:
1 C 28.774 20.620 -5.193
2 C 28.116 19.655 -4.134
3 C 27.608 18.359 -4.755
4 F 26.865 17.654 -3.951
5 F 26.967 18.339 -5.935
6 F 29.002 19.348 -3.156
7 F 27.215 20.287 -3.480
8 O 27.811 20.791 -6.197
9 C 27.850 21.990 -6.989
10 C 26.846 22.051 -8.076
11 F 27.102 22.919 -9.054
12 F 26.764 20.935 -8.801
13 F 27.806 23.110 -6.216
14 F 29.062 21.967 -7.563
15 H 29.700 20.204 -5.590
16 H 28.985 21.524 -4.622
17 H 28.455 17.733 -5.038
18 H 25.905 22.441 -7.688
19 C 27.764 10.146 -6.694
20 C 27.973 9.021 -5.650
21 C 28.042 7.611 -6.368
22 F 26.867 7.053 -6.730
23 F 28.823 7.708 -7.499
24 F 29.076 9.243 -4.890
25 F 27.012 8.887 -4.721
26 O 27.480 11.506 -6.192
27 C 27.273 12.601 -6.995
28 C 26.782 13.895 -6.187
29 F 26.500 15.065 -6.822
30 F 25.643 13.748 -5.479
31 F 28.431 12.660 -7.654
32 F 26.413 12.167 -7.958
33 H 26.877 9.884 -7.272
34 H 28.467 10.249 -7.520
35 H 28.335 6.868 -5.627
36 H 27.519 14.025 -5.395
37 C 25.751 10.521 6.025
38 S 24.970 9.167 6.913
39 O 25.537 9.238 8.336
40 C 23.149 9.687 7.000
41 H 25.947 11.342 6.715
42 H 25.045 10.733 5.222
43 H 26.654 10.156 5.537
44 H 22.792 9.738 5.972
45 H 22.986 10.601 7.572
46 H 22.509 8.962 7.503
47 C 27.454 11.208 -2.217
48 S 28.318 9.771 -1.639
49 O 29.585 10.224 -0.945
50 C 27.034 9.235 -0.426
51 H 27.307 11.919 -1.404
52 H 26.501 10.827 -2.584
53 H 28.013 11.604 -3.066
54 H 27.256 8.226 -0.079
55 H 26.054 9.384 -0.880
56 H 27.165 9.915 0.416
57 C 20.508 9.967 0.869
58 S 21.231 8.508 0.015
59 O 20.333 7.398 0.493
60 C 20.762 8.901 -1.721
61 H 20.995 10.788 0.343
62 H 20.935 9.802 1.858
63 H 19.424 10.070 0.922
64 H 20.089 9.758 -1.699
65 H 20.182 8.031 -2.029
66 H 21.646 9.004 -2.350
67 C 29.095 10.860 2.981
68 S 28.156 9.299 3.540
69 O 26.661 9.229 3.138
70 C 28.858 8.118 2.340
71 H 30.035 10.991 3.517
72 H 28.406 11.634 3.319
73 H 29.300 10.936 1.913
74 H 29.055 8.588 1.376
75 H 28.117 7.328 2.218
76 H 29.785 7.629 2.639
77 C 23.841 6.010 5.102
78 C 23.570 6.847 3.952
79 C 22.260 7.224 3.753
80 C 21.242 6.932 4.637
81 C 21.497 5.987 5.701
82 C 22.828 5.542 5.943
83 C 20.401 5.355 6.524
84 O 20.673 4.683 7.516
85 C 18.928 5.580 6.105
86 C 17.884 5.043 6.844
87 C 16.548 5.257 6.470
88 C 16.362 6.233 5.435
89 C 17.401 6.919 4.747
90 C 18.725 6.637 5.136
91 C 19.809 7.432 4.470
92 O 19.587 8.331 3.686
93 H 24.750 5.482 5.351
94 H 24.318 7.001 3.188
95 H 21.918 7.648 2.821
96 H 23.217 4.940 6.751
97 H 18.034 4.351 7.660
98 H 15.755 4.678 6.921
99 H 15.367 6.566 5.179
100 H 17.095 7.692 4.058
101 C 14.992 10.228 2.781
102 C 15.271 10.662 4.087
103 C 16.170 11.655 4.372
104 C 17.023 12.149 3.335
105 C 16.909 11.687 2.036
106 C 15.863 10.730 1.815
107 C 17.689 12.310 0.848
108 O 17.640 11.790 -0.252
109 C 18.270 13.693 1.155
110 C 18.661 14.476 0.023
111 C 19.032 15.813 0.349
112 C 18.983 16.325 1.656
113 C 18.746 15.401 2.716
114 C 18.343 14.106 2.489
115 C 17.819 13.331 3.671
116 O 17.993 13.713 4.821
117 H 14.203 9.514 2.598
118 H 14.573 10.348 4.848
119 H 16.239 12.083 5.362
120 H 15.647 10.477 0.787
121 H 18.661 14.105 -0.992
122 H 19.219 16.460 -0.495
123 H 19.089 17.387 1.824
124 H 18.767 15.937 3.654
125 C 18.553 9.439 6.843
126 C 18.451 9.127 8.136
127 C 18.983 9.928 9.131
128 C 19.835 10.933 8.807
129 C 20.024 11.213 7.431
130 C 19.319 10.499 6.424
131 C 20.847 12.375 6.994
132 O 20.841 12.777 5.792
133 C 21.918 12.751 7.958
134 C 22.986 13.617 7.566
135 C 23.893 14.183 8.490
136 C 23.781 13.788 9.821
137 C 22.808 12.987 10.241
138 C 21.831 12.460 9.368
139 C 20.548 11.757 9.862
140 O 20.441 11.591 11.073
141 H 18.002 8.881 6.100
142 H 17.654 8.430 8.351
143 H 18.963 9.695 10.185
144 H 19.318 10.677 5.359
145 H 23.137 13.785 6.510
146 H 24.618 14.857 8.058
147 H 24.480 14.220 10.522
148 H 22.789 12.868 11.314
149 C 21.109 10.614 -6.006
150 C 21.912 10.988 -7.101
151 C 22.208 12.360 -7.245
152 C 21.711 13.351 -6.404
153 C 20.910 12.925 -5.293
154 C 20.593 11.550 -5.117
155 C 20.359 13.949 -4.344
156 O 19.593 13.590 -3.460
157 C 20.725 15.413 -4.589
158 C 20.093 16.426 -3.857
159 C 20.636 17.686 -3.842
160 C 21.687 18.017 -4.626
161 C 22.172 17.131 -5.596
162 C 21.683 15.727 -5.594
163 C 22.165 14.674 -6.640
164 O 22.889 14.972 -7.633
165 H 21.018 9.538 -5.992
166 H 22.330 10.346 -7.862
167 H 22.833 12.634 -8.082
168 H 19.927 11.131 -4.377
169 H 19.289 16.308 -3.146
170 H 20.225 18.404 -3.148
171 H 22.067 19.009 -4.433
172 H 22.940 17.432 -6.294
173 C 23.815 16.103 -2.424
174 C 22.958 16.860 -1.463
175 C 22.460 16.236 -0.319
176 C 22.837 14.912 0.032
177 C 23.727 14.201 -0.849
178 C 24.077 14.789 -2.141
179 C 24.092 12.733 -0.566
180 O 24.707 12.073 -1.430
181 C 23.694 12.203 0.792
182 C 24.117 10.966 1.336
183 C 23.659 10.487 2.516
184 C 22.773 11.206 3.228
185 C 22.307 12.483 2.901
186 C 22.931 12.959 1.708
187 C 22.572 14.398 1.400
188 O 21.961 15.143 2.201
189 H 24.449 16.621 -3.128
190 H 22.650 17.858 -1.739
191 H 21.760 16.767 0.309
192 H 24.650 14.171 -2.817
193 H 24.995 10.451 0.975
194 H 23.941 9.504 2.864
195 H 22.316 11.031 4.191
196 H 21.580 12.980 3.527

Cartesian forces (eV/Å) of the 3 atoms listed first:
C 0.00 -0.58 1.15
C 1.75 0.18 -2.09
C 2.20 -1.86 -1.73